# 1
{"formula": "C5H8N2O", "method": "the ωB97M-V functional and the def2-TZVPD basis", "homo_ev": -8.084, "smiles": "C/C=C\\N=C(\\N)C=O", "relative_energy_kcal_mol": 142.8, "gap_ev": 8.0, "symbols": ["H", "H", "O", "H", "C", "H", "H", "C", "C", "N", "C", "H", "H", "C", "N", "H"], "coordinates": [[1.67644, 1.89720, 1.24052], [0.19169, -1.49719, 1.15163], [-0.69539, -0.61442, -2.07032], [1.85656, -2.10020, 0.13103], [1.04845, 1.00010, 1.10685], [1.73810, -2.29053, 1.94254], [-2.21050, 0.37092, -1.82306], [1.38966, -1.66234, 1.00718], [-0.95216, 0.52939, -0.08374], [-0.23208, 1.23474, 0.68148], [-0.07328, -0.38846, -0.99183], [2.77050, -0.30687, 1.56086], [-3.15935, 0.92518, -0.26194], [1.64302, -0.18634, 1.07798], [-2.16181, 0.56918, -0.59479], [1.12262, -0.46465, -0.68463]], "nbo_charge": [0.218, 0.218, -0.571, 0.233, -0.017, 0.234, 0.465, -0.663, 0.346, -0.497, 0.328, 0.198, 0.427, -0.297, -0.845, 0.221]}

---

# 2
{"formula": "CH14NO4", "method": "the ωB97M-V functional and the def2-TZVPD basis", "homo_ev": -13.980, "charge": 1, "relative_energy_kcal_mol": 54.7, "gap_ev": 11.0, "symbols": ["O", "H", "H", "H", "O", "H", "H", "H", "N", "O", "H", "H", "H", "C", "H", "H", "O", "H", "H", "H"], "coordinates": [[-0.53541, -4.23900, -2.71681], [-0.76849, 5.01514, 3.19894], [0.08690, -4.98481, -2.48306], [0.53125, 5.71648, 2.85869], [2.13257, 2.14773, -1.49547], [-1.30960, -4.77474, -2.68954], [2.00458, 2.50463, -2.32188], [0.22564, -1.29598, 0.10575], [0.53472, -0.26448, 0.30357], [0.03967, 4.90020, 2.79032], [2.58790, 2.67909, -0.88503], [-0.73039, 1.02388, 1.68290], [-2.16653, -2.42024, -0.81743], [-0.54872, 0.02377, 1.41003], [1.61347, -0.17279, 0.55358], [0.48550, 0.41434, -0.41582], [-1.25202, -2.31021, -0.70584], [-0.35201, -0.78716, 2.13444], [-1.04688, -2.92563, -1.33322], [-1.53216, -0.25021, 0.82586]], "nbo_charge": [-0.945, 0.469, 0.485, 0.478, -0.974, 0.473, 0.490, 0.496, -0.732, -0.947, 0.488, 0.248, 0.483, -0.408, 0.450, 0.450, -0.970, 0.237, 0.496, 0.235]}

---

# 3
{"formula": "C27H28Br2N3O3Pd", "method": "the ωB97M-V functional and the def2-TZVPD basis", "homo_ev": -16.517, "charge": 3, "relative_energy_kcal_mol": 0.0, "gap_ev": 4.2, "symbols": ["C", "C", "Pd", "C", "H", "H", "C", "C", "C", "N", "H", "H", "H", "N", "H", "C", "C", "H", "C", "H", "H", "H", "C", "O", "C", "O", "H", "C", "C", "H", "H", "H", "Br", "C", "H", "H", "H", "H", "C", "H", "C", "C", "O", "C", "H", "Br", "C", "H", "H", "N", "C", "H", "C", "C", "H", "C", "C", "H", "H", "H", "C", "C", "H", "C"], "coordinates": [[4.30106, -0.63248, -0.32614], [4.95583, -1.37875, -1.38905], [0.04198, 0.53993, 0.38042], [-2.16293, 0.93888, 0.56618], [-2.23960, -2.61774, -1.48905], [-3.27200, 1.25745, 4.05540], [4.25285, -1.97850, -2.45607], [-0.41510, 3.15266, -2.90609], [1.42571, 4.01790, -1.65226], [0.35003, 2.00838, -0.95275], [1.93352, 2.85390, 0.07879], [-2.32843, 3.76913, 1.44334], [-2.87352, -3.31724, -0.00121], [2.21695, 0.17452, 0.56544], [-2.87429, -0.22524, -1.11937], [-0.48249, 2.10494, -2.01009], [-1.84399, -1.47472, 0.28211], [6.06585, -0.14092, 0.83412], [2.88235, 0.71665, 1.61463], [-1.44131, 1.34151, -4.48137], [-0.58756, 3.45442, 1.42960], [-2.56647, 1.85687, 0.15568], [-1.10277, -1.40280, 1.49164], [0.93494, -0.96559, -1.54917], [4.99049, -0.06137, 0.74921], [-3.31520, 0.88561, -5.70379], [4.81250, -2.52936, -3.20073], [-2.95709, 2.24250, -5.60510], [-2.02935, -2.77515, -0.43281], [0.56273, 4.99338, -3.37934], [1.36689, 0.76734, 3.10423], [2.74526, 1.82057, 3.44317], [6.75791, -1.58821, -1.38698], [2.09943, 1.43878, 2.65696], [-3.92722, 0.77343, -6.43753], [-0.62358, -2.30480, 1.85741], [-0.96657, 2.02525, 3.56238], [-1.34278, 4.27881, 2.79429], [2.12929, -1.09091, -1.49324], [-2.56833, 2.63454, -6.54828], [2.89784, -1.86997, -2.54004], [-1.64649, 0.95586, 1.88577], [-1.80460, 4.47437, -4.24705], [-3.10542, 2.15990, 3.46756], [-0.58996, -0.32228, 3.27380], [1.92754, -2.63056, -3.87462], [1.29635, 2.94733, -0.78914], [2.19050, 4.75940, -1.46827], [-3.19113, 3.01692, 4.13401], [-1.90409, 2.22846, -4.59638], [-1.72816, 2.16033, 2.78799], [-3.90115, 2.23849, 2.72415], [-1.44676, 3.34525, -4.00496], [4.26978, 0.60770, 1.71172], [-1.14895, -3.40974, -0.33828], [-1.05651, -0.25538, 2.29881], [-2.34799, -0.27587, -0.17265], [1.55009, 2.27582, 2.21722], [-1.22823, 1.33149, -2.11786], [4.77285, 1.05384, 2.55848], [0.54266, 4.14149, -2.71080], [-1.47797, 3.48204, 2.06474], [-3.77643, 2.86739, -5.24386], [2.91364, -0.47951, -0.36308]], "nbo_charge": [-0.214, 0.134, 0.912, -0.188, 0.244, 0.228, -0.324, -0.122, -0.224, -0.444, 0.209, 0.224, 0.273, -0.483, 0.260, 0.041, -0.006, 0.271, 0.314, 0.404, 0.187, 0.263, -0.110, -0.433, -0.045, -0.725, 0.293, 0.103, -0.649, 0.281, 0.251, 0.271, 0.439, -0.674, 0.501, 0.261, 0.217, 0.257, 0.478, 0.183, -0.046, 0.013, -0.548, -0.601, 0.265, 0.394, 0.044, 0.265, 0.252, -0.614, -0.249, 0.218, 0.646, -0.202, 0.235, -0.275, -0.167, 0.249, 0.222, 0.274, -0.053, -0.611, 0.190, 0.241]}

---

# 4
{"formula": "C40H31Br2CrN3O3P2", "method": "the ωB97M-V functional and the def2-TZVPD basis", "homo_ev": [-10.544, -10.548], "multiplicity": 2, "charge": 1, "s2": 0.80, "relative_energy_kcal_mol": 20.1, "gap_ev": [6.8, 7.1], "symbols": ["H", "C", "H", "H", "Br", "P", "C", "C", "C", "C", "C", "C", "C", "C", "C", "C", "C", "C", "H", "O", "H", "H", "C", "H", "O", "H", "C", "C", "H", "H", "H", "Br", "C", "C", "C", "C", "C", "H", "H", "H", "C", "H", "C", "H", "C", "H", "C", "C", "H", "C", "H", "C", "H", "H", "Cr", "C", "O", "C", "P", "H", "H", "C", "C", "C", "C", "H", "C", "H", "H", "N", "N", "H", "N", "H", "H", "C", "C", "C", "C", "H", "C", "H"], "coordinates": [[1.21081, 2.66736, 3.29294], [2.58683, -4.03206, -3.33715], [-6.21007, 4.27859, 2.35248], [1.65457, -1.46415, 2.38455], [4.97922, -0.75213, 1.21573], [-1.83590, 2.76981, 0.46060], [-0.24705, 0.65835, 4.22305], [-1.26123, 4.19847, 1.43480], [-0.74427, 5.27462, 0.71943], [-6.44210, 2.90181, 0.72570], [0.90665, -0.90626, 5.63533], [-1.27316, 4.24929, 2.82693], [-1.09331, 0.54564, -2.68372], [1.19607, -1.00794, 3.25272], [4.27217, -1.77709, -0.18979], [2.44002, 3.50204, -0.27334], [1.25171, -3.83242, -3.56554], [1.14890, 2.11120, 1.21457], [2.15635, -2.33326, 4.63314], [-2.94341, -3.07078, -0.38758], [-0.41761, 0.62151, 6.35631], [0.11111, 7.30232, 3.28940], [-2.10559, -2.23091, -0.53996], [-0.93162, 1.48804, 4.10313], [-1.03783, -2.04813, 0.22752], [-3.89726, 1.57257, -1.05460], [-3.20348, -1.18586, -2.57380], [1.61079, 2.41330, -0.06498], [-3.75381, 4.27958, 2.25203], [3.15424, -4.72784, -3.94011], [-7.52293, 2.90564, 0.77477], [5.74466, -4.57775, -2.87769], [-3.15190, -0.25087, -3.59984], [0.53779, -2.92849, -2.76568], [0.33488, 0.07528, 3.09826], [1.48416, -1.49333, 4.51956], [2.37439, 3.99127, 2.08203], [-0.52093, -2.77177, -2.93435], [-3.40302, 1.02053, 2.44437], [2.79555, 3.73016, -1.26960], [-2.17182, -1.21414, -1.66053], [-1.66561, 3.40974, 3.38792], [-2.60242, 0.49956, 1.92324], [3.46682, 5.14507, 0.64196], [0.03896, 0.16805, 5.48646], [-0.71054, 5.23119, -0.36373], [2.42894, -2.43693, -1.55935], [2.94856, -1.65536, -0.50687], [-4.00838, -1.90001, -2.46735], [-5.70373, 3.67131, 1.61360], [1.12795, -1.28901, 6.62281], [-3.65371, 2.89283, 0.61067], [0.73529, -4.36576, -4.35021], [0.14316, 7.22470, 0.81924], [0.30759, -0.92354, -0.30647], [-0.25729, 6.39265, 1.38357], [2.07855, -0.84044, 0.10656], [3.22693, -3.32119, -2.30172], [0.01485, 0.71854, 1.43536], [2.67368, 4.60644, 2.92018], [-0.79811, 5.39515, 4.57346], [4.59761, -3.41198, -1.93826], [-4.40656, 2.14836, -0.29443], [-5.79087, 2.14001, -0.23440], [-2.08220, 0.62891, -3.65054], [-6.36336, 1.55040, -0.93967], [-0.78267, 5.36137, 3.49149], [-3.93760, -0.20406, -4.34190], [-0.25022, 1.22407, -2.68749], [1.09829, -2.24768, -1.78843], [-1.12881, -0.36876, -1.71308], [1.31446, 1.78842, -0.90096], [-1.52153, 1.44231, 1.58948], [-3.03675, 0.01668, 1.04278], [-2.21547, -0.27963, 2.58096], [5.09994, -2.66424, -0.91257], [1.54634, 2.90065, 2.29121], [-0.27332, 6.43464, 2.76934], [2.81811, 4.29390, 0.80184], [6.14357, -2.74415, -0.64348], [-4.31693, 3.66830, 1.55917], [-2.00525, 1.38174, -4.42180]], "mulliken_spin": [0.000, 0.004, 0.000, 0.001, 0.000, 0.001, -0.001, 0.000, 0.000, 0.000, 0.000, 0.000, 0.014, -0.002, 0.000, 0.002, -0.001, -0.018, 0.000, 0.006, 0.000, 0.000, -0.003, -0.001, -0.012, 0.000, 0.000, -0.009, 0.000, 0.000, 0.000, 0.000, -0.001, 0.013, -0.007, 0.001, 0.000, 0.000, 0.000, 0.000, 0.022, 0.000, 0.001, 0.000, 0.000, 0.000, 0.001, 0.020, 0.000, 0.000, 0.000, 0.000, 0.000, 0.000, 1.057, 0.000, -0.081, 0.002, 0.067, 0.000, 0.000, 0.000, 0.000, 0.000, 0.001, 0.000, 0.000, 0.000, -0.002, -0.014, -0.059, 0.007, -0.012, 0.000, 0.001, -0.001, -0.001, 0.000, 0.000, 0.000, 0.000, 0.000]}